Molecular formula: C28H72F6N7O15
Method: DFT, ωB97M-V with the def2-TZVPD basis set

Values from the calculation:
Total energy, eV: -87637.13472
Relative energy (zero: lowest compared OMol25 entry of this formula, charge and spin), kcal/mol: 0.0
E_LUMO, hartree: -0.10589

Geometry as ORCA input:
```
! wB97M-V def2-TZVPD RIJCOSX def2/J DEFGRID3
* xyz 1 1
H 13.090 -13.299 -17.159
H 13.013 -8.877 -13.445
C 13.554 -12.310 -24.008
C 15.268 -16.672 -18.654
H 15.916 -13.065 -23.578
H 13.871 -13.238 -24.488
H 14.852 -11.439 -15.608
H 23.202 -8.974 -17.007
H 12.888 -11.482 -12.503
C 16.570 -15.158 -13.534
H 17.377 -16.779 -14.698
C 8.647 -14.335 -15.041
C 17.755 -12.729 -21.732
H 16.919 -13.111 -13.792
C 15.681 -12.164 -22.994
H 14.073 -15.949 -14.975
O 19.420 -14.395 -12.100
H 13.098 -14.121 -12.558
O 12.972 -11.245 -19.655
O 14.275 -12.076 -22.820
O 16.417 -12.759 -15.901
H 18.311 -12.062 -22.395
H 8.588 -13.734 -14.137
H 12.281 -11.096 -14.120
F 15.101 -18.215 -14.494
H 18.068 -9.628 -12.911
H 17.828 -13.711 -22.209
N 16.949 -13.795 -13.037
H 10.959 -12.653 -17.692
H 11.613 -13.602 -13.434
H 13.567 -11.439 -24.671
H 15.142 -11.007 -13.133
C 20.258 -13.587 -12.712
H 18.280 -12.814 -20.780
C 21.315 -10.915 -16.668
H 14.726 -8.401 -13.665
H 12.769 -14.703 -14.143
H 15.161 -16.144 -10.012
H 17.981 -13.852 -12.745
O 22.055 -10.597 -17.808
H 23.915 -10.585 -16.915
H 18.587 -15.710 -13.901
H 14.513 -16.038 -19.121
H 20.926 -13.085 -11.981
F 13.202 -18.131 -13.449
O 14.862 -15.780 -12.040
H 14.575 -12.656 -20.822
C 9.985 -14.459 -16.989
C 13.431 -16.759 -15.404
C 20.096 -11.735 -17.047
H 18.631 -10.280 -17.063
C 11.144 -13.727 -17.619
H 9.134 -14.400 -17.679
H 12.498 -12.428 -23.760
H 14.155 -9.100 -12.160
H 17.625 -15.216 -15.380
O 13.586 -11.114 -17.587
H 16.345 -17.068 -12.537
H 15.752 -17.519 -16.708
O 13.445 -12.749 -14.105
O 19.458 -12.586 -13.391
H 15.503 -15.777 -16.750
H 12.424 -14.750 -16.410
H 15.943 -11.260 -23.553
C 15.124 -16.736 -17.147
F 20.470 -14.903 -14.706
F 13.315 -19.147 -15.338
H 16.267 -16.320 -18.929
C 19.238 -11.408 -12.670
H 20.990 -10.005 -16.134
H 20.167 -10.903 -12.390
H 15.857 -12.975 -19.794
O 9.690 -13.739 -15.813
H 19.118 -9.972 -14.280
H 23.766 -9.773 -18.470
O 16.951 -12.666 -18.011
H 18.633 -11.620 -11.778
O 15.033 -10.822 -19.173
H 10.264 -15.503 -16.795
N 14.680 -10.508 -15.178
F 22.006 -15.086 -13.169
C 12.684 -13.808 -13.518
H 16.869 -15.715 -11.457
H 12.394 -13.733 -19.406
H 8.973 -15.338 -14.761
H 14.496 -17.466 -10.905
O 13.779 -16.929 -16.799
O 15.076 -13.475 -17.375
H 19.549 -10.206 -18.459
H 13.431 -16.090 -10.610
C 18.447 -10.429 -13.550
H 20.992 -12.766 -18.757
C 13.151 -11.485 -13.566
H 16.386 -11.224 -21.192
H 21.891 -11.507 -15.956
C 23.266 -9.941 -17.518
C 11.605 -14.319 -18.933
H 19.509 -13.414 -18.208
N 13.844 -11.025 -18.824
C 14.457 -16.371 -10.820
C 14.052 -9.145 -13.244
C 13.747 -18.076 -14.669
C 17.635 -15.756 -14.430
H 15.488 -9.956 -15.459
H 15.421 -14.068 -21.071
H 11.841 -15.374 -18.789
H 20.922 -13.726 -17.233
H 15.620 -15.086 -14.065
F 21.939 -13.339 -14.419
H 18.374 -11.351 -18.226
H 17.609 -10.955 -14.013
N 12.318 -13.746 -16.662
H 15.170 -17.683 -19.057
N 19.136 -10.826 -17.760
N 15.505 -13.105 -20.753
H 12.210 -13.180 -15.825
H 19.658 -11.994 -16.080
H 13.839 -10.193 -15.680
C 16.331 -12.217 -21.635
H 10.789 -14.223 -19.654
C 21.157 -14.247 -13.758
N 16.140 -12.944 -17.103
C 16.238 -16.004 -12.308
H 16.349 -13.524 -12.263
O 12.163 -16.437 -15.311
H 7.708 -14.302 -15.593
C 14.345 -10.555 -13.721
C 20.440 -12.964 -17.838
*
```